1.
A structure of composition C35H42BrCsN4OSSi3 in a non-equilibrium geometry. Source: OMol25; level of theory: ωB97M-V with the def2-TZVPD basis set.

HOMO level: -1.866 eV
Energy above the lowest of the compared OMol25 structures with the same formula, charge and spin: 9.0 kcal/mol

ORCA input file:
```
! RIJCOSX wB97M-V def2-TZVPD def2/J DEFGRID3
* xyz -2 1
Cs 0.290 1.148 2.417
Br 8.110 -1.923 3.254
C 6.322 -1.250 3.307
C 6.099 0.130 3.197
C 4.823 0.626 3.230
C 3.667 -0.217 3.391
O 2.495 0.237 3.393
C 3.946 -1.632 3.497
C 2.892 -2.623 3.581
N 1.641 -2.390 3.679
C 0.759 -3.462 3.733
C 0.914 -4.537 4.577
C -0.029 -5.588 4.603
C -1.121 -5.570 3.785
C -1.323 -4.476 2.905
C -2.421 -4.400 2.015
C -2.543 -3.328 1.185
C -1.566 -2.305 1.249
N -0.544 -2.334 2.064
C -0.400 -3.409 2.884
C 5.263 -2.109 3.442
H 6.942 0.799 3.076
H 4.643 1.690 3.132
H 3.244 -3.666 3.506
H 1.766 -4.558 5.246
H 0.126 -6.418 5.283
H -1.842 -6.379 3.794
H -3.148 -5.206 2.003
H -3.361 -3.231 0.484
H -1.628 -1.449 0.581
H 5.436 -3.179 3.503
C -4.733 1.506 -2.261
Si -3.503 0.091 -2.555
C -4.024 -0.596 -4.256
C -4.114 -1.231 -1.327
C -1.777 0.567 -2.429
Si -1.333 2.317 -2.361
C -1.736 3.282 -3.956
C 0.531 2.597 -2.161
C -2.108 3.334 -0.964
Si -0.515 -0.621 -2.860
C 0.178 -0.448 -4.627
C -1.045 -2.443 -2.747
C 1.076 -0.652 -1.779
C 2.360 -0.434 -2.284
C 3.464 -0.514 -1.449
C 3.270 -0.838 -0.116
C 1.969 -1.060 0.315
N 0.902 -0.958 -0.478
H -5.748 1.141 -2.450
H -4.552 2.360 -2.919
H -4.689 1.864 -1.230
H -5.084 -0.876 -4.277
H -3.435 -1.476 -4.536
H -3.855 0.167 -5.023
H -5.209 -1.268 -1.316
H -3.774 -0.981 -0.318
H -3.746 -2.231 -1.572
H -1.194 2.847 -4.802
H -1.456 4.338 -3.870
H -2.804 3.233 -4.192
H 1.121 2.140 -2.963
H 0.897 2.195 -1.211
H 0.726 3.674 -2.167
H -3.140 3.631 -1.169
H -1.523 4.245 -0.798
H -2.104 2.769 -0.027
H -0.659 -0.553 -5.326
H 0.925 -1.214 -4.868
H 0.621 0.538 -4.803
H -2.094 -2.602 -3.005
H -0.884 -2.813 -1.730
H -0.439 -3.052 -3.426
H 2.488 -0.187 -3.331
H 4.461 -0.326 -1.833
H 4.090 -0.911 0.588
H 1.773 -1.328 1.350
S -1.322 4.038 3.587
C -0.502 4.801 2.269
C -0.760 6.159 1.946
C -0.090 6.775 0.918
C 0.854 6.054 0.184
C 1.043 4.733 0.538
N 0.397 4.112 1.527
H -1.499 6.688 2.533
H -0.298 7.813 0.679
H 1.405 6.491 -0.639
H 1.747 4.120 -0.019
*
```

---

2.
A cluster of 2 separate species, C4H15NSi2 in total in a non-equilibrium geometry. Source: OMol25; level of theory: ωB97M-V with the def2-TZVPD basis set.

HOMO level: -8.384 eV
Energy above the lowest of the compared OMol25 structures with the same formula, charge and spin: 105.5 kcal/mol

ORCA input file:
```
! RIJCOSX wB97M-V def2-TZVPD def2/J DEFGRID3
* xyz 0 1
C 1.454 0.722 -1.495
C -0.452 1.828 -0.812
C 0.328 -2.375 -0.822
C -0.960 0.231 2.823
N -0.021 0.578 -1.377
Si -0.848 -0.940 -1.195
Si 0.883 0.070 2.042
H 1.956 -0.150 -1.973
H 1.802 1.599 -2.013
H 1.832 0.898 -0.424
H -0.608 2.524 -1.578
H -1.421 1.727 -0.157
H 0.383 2.268 -0.196
H 1.371 -2.423 -1.180
H 0.311 -2.716 0.199
H -0.052 -3.273 -1.352
H -1.313 -0.761 2.948
H -0.963 0.601 3.824
H -1.750 0.716 2.217
H -1.717 -0.831 -0.099
H -1.837 -1.389 -2.417
H 1.622 1.095 3.037
*
```